7 unconnected molecules or ions with the total composition C41H74F5N2O15S in a non-equilibrium geometry, computed with wB97M-V/def2-TZVPD.

Structure (ORCA input):
```
! RIJCOSX wB97M-V def2-TZVPD def2/J DEFGRID3
* xyz 1 1
H 9.336 -2.778 -5.318
F 0.970 -0.489 1.492
H -0.077 4.166 1.306
H 12.659 -6.699 -5.236
H -2.019 3.750 11.003
H -0.839 3.890 2.971
C 8.749 -3.145 -6.166
H 1.391 -8.739 -1.325
H -2.113 1.176 5.471
C 0.995 2.090 -3.817
C 12.425 -7.638 -5.743
H -2.939 2.932 -1.528
C -4.267 1.720 1.752
C 10.155 -7.872 -4.555
H -3.526 6.369 -1.104
C -3.314 3.154 4.645
H -0.976 5.140 8.278
H -1.144 -3.039 -1.691
C -5.948 4.546 1.376
C -2.854 -2.121 2.043
F 2.488 0.301 -0.200
H 2.975 2.797 -4.214
H 0.144 1.757 -0.144
O -5.985 0.000 -1.839
H 2.865 -6.042 -2.325
C 7.970 -4.362 -5.744
O -4.449 1.498 0.272
H 6.573 -2.540 -3.262
H -3.605 -0.036 3.220
H 2.401 1.506 -5.320
H 6.335 -4.313 -7.123
H -1.768 -1.809 2.418
F 2.867 1.036 2.042
H 1.553 2.904 0.600
N -6.311 2.309 -0.784
C 0.802 2.020 0.789
H -6.834 5.303 -0.714
H -2.580 -0.650 0.231
H 9.433 -3.405 -6.978
C -1.025 4.051 8.351
H -4.352 2.861 5.301
C 5.351 -1.071 -1.150
H -7.489 6.198 0.801
C -5.018 2.755 -0.331
C -2.771 6.528 0.994
H 5.971 -4.124 -2.723
C -0.382 3.594 9.634
C -3.330 0.449 2.164
H -3.537 -4.264 1.647
C 2.118 2.406 -4.768
H 2.291 -7.333 -3.432
C 2.008 -6.433 -2.879
H -2.064 3.713 8.316
C -6.529 0.802 -0.931
C 1.769 0.684 1.068
H 6.593 -5.883 -6.332
H 1.965 -7.448 -0.218
C -3.369 -0.834 1.104
C -7.090 5.140 0.414
H -4.442 -1.093 0.719
H 1.675 -5.673 -3.594
H -5.854 0.145 1.837
O -7.174 -0.019 4.305
H -2.493 7.642 0.663
H 4.433 -0.715 -0.670
H 12.861 -8.482 -5.202
O -4.379 4.730 -0.130
H 7.120 -3.233 -1.700
C 1.146 -7.779 -0.862
H -4.966 0.808 4.814
C 10.933 -7.809 -5.842
H 7.705 -5.362 -7.617
H -1.675 -4.011 1.561
H -3.520 -2.216 3.015
H 10.288 -6.944 -3.994
O -6.800 2.441 4.507
C 0.884 -6.749 -1.928
O 10.371 -7.893 -6.932
O -6.721 2.763 -3.280
H -4.183 1.791 -2.337
H -0.765 -4.423 -0.384
H -0.700 -2.578 0.169
C 1.257 1.060 -2.751
O -0.049 2.173 1.980
H -2.710 4.923 3.254
H -6.483 3.896 2.207
H 0.357 0.935 -2.139
H -3.265 6.655 2.064
F -7.576 0.165 -0.047
S -6.110 1.095 4.053
H 12.854 -7.609 -6.750
C -7.007 2.829 -1.976
C -5.726 1.260 2.263
H -0.416 3.676 11.767
O -2.693 -3.413 -0.242
O 0.596 2.849 9.628
H -4.405 3.646 -2.468
C -0.834 3.454 1.904
H 6.151 -1.086 -0.406
C -0.982 4.086 10.924
H -6.658 1.808 1.755
H 9.091 -7.997 -4.780
O -0.206 -6.187 -2.019
H -0.486 3.618 7.501
C -4.073 2.795 -1.698
H -4.837 6.769 0.150
C -2.178 3.202 1.084
H 1.501 0.100 -3.214
C -3.687 3.288 1.799
H -2.062 3.959 0.163
O -2.018 3.495 5.473
O 4.042 -3.026 -1.559
H 1.786 3.166 -5.483
H -4.499 4.649 3.610
H -2.168 0.696 2.263
C -3.540 4.095 3.157
H -5.623 5.510 2.010
C 6.278 -3.127 -2.388
H -8.045 4.428 0.515
C -1.230 -3.345 -0.566
H 2.075 1.392 -2.107
C -2.000 2.042 4.691
H 10.490 -8.727 -3.960
F -8.418 3.345 -1.765
H -0.911 2.301 4.428
H 0.247 -7.904 -0.250
H 8.063 -2.356 -6.484
N -4.727 3.844 0.748
H -0.931 5.177 10.965
H -2.000 2.160 0.521
C -2.712 -3.525 1.224
O -0.096 2.652 -3.908
C -3.923 6.014 -0.028
C 7.095 -5.018 -6.778
H 5.603 -0.392 -1.969
H -1.762 5.945 0.995
O 8.046 -4.803 -4.598
C 5.126 -2.459 -1.687
*
```

frontier orbital gap: 6.04 eV
molecular weight: 962.1 g mol⁻¹

Mulliken atomic charge list, values in e, 6 entries:
1. H 0.298
2. F -0.186
3. H 0.258
4. H 0.302
5. H 0.312
6. H 0.380